(1)
C17H33As3N4O6W | ωB97M-V with the def2-TZVPD basis set

Each line ends with the Mulliken charge.
Atoms and positions in Å:
W  -0.17620  -0.65062  -1.58575  0.380
N  -1.51103  -3.73055  -0.00608  -0.482
N  -2.20534  -2.98961  -1.01215  0.010
C  -1.41885  -2.51358  -2.02813  0.368
O  -1.76779  -1.40992  -2.61364  -0.537
O  -0.12960  -2.63235  -2.00572  -0.529
H  -1.17592  -4.61626  -0.37726  0.298
H  -2.20770  -3.94655  0.69845  0.265
H  -3.04019  -3.47828  -1.33856  0.370
C  1.85885  -3.12381  0.60295  -1.206
As  1.27628  -1.30453  0.48933  1.346
C  2.94170  -0.35028  0.48636  -1.363
C  0.59023  -1.01413  2.27219  -1.956
C  -0.24411  0.23399  2.59808  1.896
C  -0.45740  0.23157  4.11822  -2.208
C  -1.63000  0.12652  1.95297  -1.765
As  -1.87037  0.38151  0.05696  1.405
C  -2.03412  2.26246  -0.28406  -1.464
C  -3.69567  -0.17411  -0.15944  -1.286
C  0.49764  1.50953  2.17488  -1.115
As  -0.35907  3.23958  2.65852  0.249
C  0.85456  4.31507  1.57146  -1.093
C  0.51861  3.56133  4.36628  -1.164
H  2.57294  -3.12912  1.42603  0.496
H  2.35524  -3.44349  -0.31007  0.385
H  1.02437  -3.78214  0.81632  0.294
H  3.43296  -0.59131  1.42787  0.576
H  2.78600  0.71985  0.39924  0.244
H  3.54844  -0.68642  -0.35086  0.448
H  1.48857  -1.01976  2.89519  0.767
H  0.02296  -1.91754  2.51719  0.534
H  -0.88583  -0.71503  4.45530  0.460
H  -1.13898  1.02777  4.42035  0.471
H  0.48901  0.37999  4.64089  0.458
H  -2.31681  0.85354  2.39342  0.722
H  -2.03875  -0.87000  2.15012  0.618
H  -2.60835  2.68441  0.53849  0.601
H  -2.56549  2.37715  -1.22685  0.560
H  -1.06743  2.75080  -0.36559  0.100
H  -4.27964  0.56357  0.38907  0.506
H  -3.85255  -1.16488  0.25575  0.377
H  -3.98420  -0.16362  -1.20771  0.403
H  0.62631  1.53576  1.08523  -0.368
H  1.50027  1.51063  2.61425  1.048
H  0.67239  4.15730  0.50863  0.234
H  1.89433  4.07987  1.80063  0.370
H  0.67366  5.36548  1.79382  0.427
H  0.02587  3.02539  5.17360  0.359
H  0.44691  4.62842  4.57365  0.435
H  1.57141  3.28092  4.32404  0.347
O  -0.60246  0.80949  -5.85249  -0.499
C  0.44100  -0.00587  -6.05822  0.417
O  0.79448  -0.33179  -7.14814  -0.487
C  1.16179  -0.52871  -4.85421  0.257
C  1.96821  -1.64121  -4.90298  -0.524
N  2.45997  -1.83683  -3.66472  -0.152
N  2.08815  -0.90080  -2.78649  -0.086
C  1.26427  -0.10409  -3.52064  0.141
C  0.56242  0.94406  -2.70217  0.567
O  -0.68349  1.14100  -2.82862  -0.624
O  0.99022  0.95673  -1.41586  -0.398
H  -0.79520  0.92876  -4.91363  0.368
H  2.21310  -2.27769  -5.73916  0.535
H  3.12945  -2.53760  -3.38655  0.192

Gap between HOMO and LUMO (alpha / beta), eV: 5.361 / 5.307
Highest occupied orbital energy (alpha / beta), hartree: -0.499 / -0.499
Charge: +2
Energy, hartree: -8111.84162
Max |F|, eV/Å: 2.38
M, g mol⁻¹: 798.1
Energy relative to the best compared isomer or geometry (same formula, charge and spin), kcal/mol: 49.2
LUMO energy (alpha / beta), Eh: -0.3023 / -0.3042



(2)
C17H33N3O3S | ωB97M-V with the def2-TZVPD basis set

Each line ends with the Mulliken charge.
Atoms and positions in Å:
C  0.04581  -2.94916  -1.63304  -0.772
C  0.11905  -3.95859  -0.78555  -0.068
C  1.09598  -4.07089  0.34876  -0.858
N  1.73223  -2.82385  0.68044  0.116
C  3.03157  -2.58763  0.49508  0.479
S  4.14930  -3.72324  0.06293  -0.494
N  3.49868  -1.33159  0.80646  -0.469
N  2.67326  -0.21857  0.91792  0.488
C  2.03122  0.33595  -0.14539  -0.367
O  2.03128  -0.18253  -1.23871  -0.678
C  1.30806  1.64450  0.14706  0.587
C  2.19640  2.71196  0.80002  -0.924
C  3.29658  3.25848  -0.11176  -0.928
C  4.43352  2.27660  -0.38679  0.245
C  5.56593  2.94329  -1.15922  -1.540
C  0.05711  1.38848  1.00073  -1.434
C  -0.82320  0.26673  0.44419  0.352
O  -0.42716  -0.95150  1.04115  -0.677
C  -2.31002  0.50137  0.73712  -0.828
O  -2.98809  -0.65751  0.30756  -0.173
C  -4.35851  -0.71169  0.64008  -1.057
C  -5.25010  0.20935  -0.20458  0.965
C  -5.09879  -0.12942  -1.68480  -1.340
C  -6.70155  0.07097  0.24455  -1.646
H  -0.67657  -2.93911  -2.43127  0.278
H  0.71162  -2.10338  -1.58511  0.246
H  -0.54499  -4.80838  -0.87688  0.369
H  1.88816  -4.78182  0.08359  0.414
H  0.58039  -4.45556  1.23806  0.318
H  1.10882  -2.04004  0.85358  0.246
H  4.42898  -1.15369  0.43980  0.282
H  2.58275  0.17248  1.84492  0.227
H  0.97968  2.01693  -0.82951  0.384
H  2.64657  2.32796  1.71817  0.324
H  1.54671  3.54437  1.08369  0.404
H  2.85556  3.57070  -1.06056  0.352
H  3.71730  4.14875  0.36315  0.421
H  4.82033  1.89488  0.56184  0.248
H  4.06161  1.43300  -0.96812  0.135
H  5.98006  3.77508  -0.59287  0.377
H  6.36318  2.23117  -1.35675  0.406
H  5.20350  3.32337  -2.11147  0.342
H  -0.52312  2.31171  1.05069  0.445
H  0.33996  1.11213  2.01853  0.356
H  -0.70221  0.18996  -0.64658  0.229
H  -1.11402  -1.59596  0.81563  0.366
H  -2.65670  1.39592  0.20482  0.387
H  -2.46205  0.64892  1.81771  0.364
H  -4.49120  -0.48246  1.70836  0.390
H  -4.64456  -1.75272  0.46630  0.369
H  -4.93397  1.24608  -0.04387  0.168
H  -5.47675  -1.13023  -1.88147  0.321
H  -5.65256  0.57737  -2.29795  0.408
H  -4.05097  -0.09750  -1.97296  0.281
H  -7.04353  -0.95303  0.11155  0.353
H  -7.34039  0.72530  -0.34320  0.409
H  -6.81014  0.33630  1.29395  0.399

Gap between HOMO and LUMO, eV: 8.471
Highest occupied orbital energy, hartree: -0.290
Energy, hartree: -1455.72625
Max |F|, eV/Å: 0.77
M, g mol⁻¹: 359.5
SMILES string: C=CCNC(=S)NNC(=O)[C@H](CCCC)C[C@@H](O)COCC(C)C
Energy relative to the best compared isomer or geometry (same formula, charge and spin), kcal/mol: 26.3
LUMO energy, Eh: 0.0214



(3)
C17H34AlBr2Cl10FMgNNbO7S | ωB97M-V with the def2-TZVPD basis set

Each line ends with the Mulliken charge.
Atoms and positions in Å:
C  4.74023  -0.79229  1.92205  -1.147
C  3.19372  -0.39057  1.93102  0.599
N  2.58473  -0.41801  3.07252  -0.429
C  2.50080  0.00946  0.56431  -0.687
Nb  0.50443  -1.02641  0.21258  -0.707
O  1.48568  -2.81765  -0.25231  -0.633
C  -0.71468  0.86535  0.52800  -0.494
C  -1.10221  1.19218  2.03229  1.812
C  0.15150  1.68781  2.91966  -0.568
C  -1.92749  0.07147  2.77111  -1.676
C  -1.50985  -2.12988  -0.16223  -0.024
C  -1.50648  -3.41061  0.77958  -1.443
F  -1.61185  -2.56245  -1.60268  -0.127
H  5.28491  0.07699  1.44633  0.271
H  4.85462  -1.73725  1.31189  0.250
H  5.10715  -1.02521  2.95598  0.416
H  3.23414  -0.70519  3.81638  0.190
H  3.21130  -0.36878  -0.23850  0.392
H  2.47806  1.13654  0.42305  0.328
H  0.60986  -0.59349  -1.58047  -0.002
H  0.44136  -1.48948  1.96588  0.191
H  1.69209  -3.32686  0.55136  0.241
H  -0.07666  1.73404  0.16040  -0.130
H  -1.67028  0.87103  -0.08425  0.421
H  -1.79849  2.11274  1.99788  -0.230
H  0.17697  1.14601  3.89777  0.331
H  0.00252  2.80931  3.17792  0.065
H  1.10659  1.63022  2.34027  0.012
H  -1.50461  -0.95969  2.67381  0.347
H  -3.02936  0.09198  2.51106  0.207
H  -1.89425  0.32030  3.87788  0.413
H  -2.36355  -1.41954  0.09063  0.376
H  -0.76928  -4.14575  0.36597  0.440
H  -2.52147  -3.90492  0.79766  0.471
H  -1.17884  -3.13529  1.81985  0.494
Mg  -1.81874  3.85857  2.36667  1.064
Cl  -1.91552  -5.77054  2.11825  -0.346
Cl  -4.42938  2.50476  3.11010  -0.483
C  1.28181  5.54450  -1.48079  -0.006
Cl  -0.30534  6.24451  -1.12880  -0.152
Cl  2.54182  6.38678  -0.58210  -0.106
Cl  1.29671  3.81489  -1.10333  -0.055
H  1.48022  5.66604  -2.54255  0.328
Al  -2.65533  -1.65078  -2.75255  0.527
C  4.38223  9.51909  -2.67006  -0.615
C  3.16484  9.33164  -3.58894  0.631
O  2.34820  8.46377  -3.21790  -0.516
O  3.15419  10.07401  -4.58711  -0.549
H  4.33783  8.84470  -1.81522  0.145
H  5.29741  9.31612  -3.22723  0.256
H  4.41050  10.54570  -2.30325  0.257
C  1.34532  -4.93820  -4.15783  -0.264
C  2.21512  -4.18473  -3.16670  -0.041
O  3.53183  -4.70531  -3.36371  -0.274
S  3.71386  -5.11410  -4.91967  1.097
O  4.37538  -4.04161  -5.59454  -0.543
O  4.17385  -6.46433  -4.98105  -0.532
O  2.14744  -5.07908  -5.33156  -0.332
H  1.10138  -5.93808  -3.78939  0.354
H  0.42477  -4.40324  -4.38896  0.264
H  1.89430  -4.32941  -2.13687  -0.003
H  2.23638  -3.11498  -3.39286  0.199
C  1.75001  -7.67072  2.21513  0.252
Cl  1.17134  -8.91918  1.09675  -0.100
Cl  3.37057  -8.10216  2.79519  -0.103
Cl  1.82300  -6.11058  1.36900  0.015
Cl  0.64086  -7.54995  3.59204  -0.070
Br  -7.16154  3.87688  1.10949  -0.085
C  -8.43981  2.47716  0.67089  -0.528
C  -8.32026  1.30749  1.61278  -0.530
Br  -6.76907  0.20617  1.18182  -0.133
H  -8.27339  2.21090  -0.36891  0.504
H  -9.43976  2.95732  0.77103  0.149
H  -9.17785  0.64311  1.50849  0.336
H  -8.21939  1.60360  2.65490  0.377
Cl  -10.86720  3.29310  -0.57532  -0.358

Gap between HOMO and LUMO, eV: 0.934
Highest occupied orbital energy, hartree: -0.287
Energy, hartree: -11996.36145
Max |F|, eV/Å: 4.48
M, g mol⁻¹: 1074.1
LUMO energy, Eh: -0.2524



(4)
C17H34CoOP2 | ωB97M-V with the def2-TZVPD basis set

Each line ends with the Löwdin spin population.
Atoms and positions in Å:
P  0.08968  -1.54348  -2.84409  0.001
P  -0.03749  1.56105  -2.73658  0.002
C  -0.28975  -0.65222  -4.46532  0.000
C  0.22154  0.77899  -4.43645  0.000
H  -1.37662  -0.69003  -4.62332  0.000
H  0.18723  -1.20709  -5.28308  0.000
H  1.29425  0.83010  -4.67017  0.000
H  -0.31176  1.38546  -5.17927  0.000
C  -1.62392  2.40919  -3.17554  0.000
H  -1.85702  3.13685  -2.38753  0.000
H  -2.43862  1.67670  -3.24608  0.000
H  -1.51437  2.93013  -4.13816  0.000
C  1.07220  2.99739  -3.04771  0.000
H  0.82164  3.47910  -4.00323  0.000
H  2.11365  2.65198  -3.07259  0.000
H  0.94763  3.71565  -2.22774  0.000
C  -1.03075  -2.96683  -3.16793  0.000
H  -0.83993  -3.73611  -2.40936  0.000
H  -0.84965  -3.38122  -4.16939  0.000
H  -2.07274  -2.63148  -3.09063  0.000
C  1.64452  -2.34708  -3.45201  0.000
H  2.44924  -1.60480  -3.53418  0.000
H  1.46676  -2.80554  -4.43615  0.000
H  1.93775  -3.12246  -2.73254  0.000
Co  -0.05268  -0.16980  3.40823  2.204
C  0.62945  1.34217  2.20705  0.166
C  -0.77728  1.29248  2.11565  0.111
C  -1.54315  0.57121  1.03830  0.029
C  -1.92685  -0.92269  1.35475  0.049
C  -0.90004  -1.68720  2.11258  0.141
C  0.48447  -1.59325  1.92952  0.081
C  1.15575  -0.79587  0.85080  0.023
C  1.56462  0.66616  1.24265  0.055
C  0.03810  -1.50041  4.81865  0.026
H  1.09041  2.12612  2.81540  0.014
H  -1.36720  2.01180  2.69525  0.011
H  -1.01286  0.60868  0.07500  0.003
H  -2.49309  1.10955  0.89030  0.004
H  -2.85109  -0.91609  1.95280  0.003
H  -2.19829  -1.40925  0.40056  0.017
H  -1.29335  -2.48318  2.75260  0.010
H  1.12075  -2.30213  2.46940  0.012
H  0.53807  -0.75893  -0.06123  0.002
H  2.08545  -1.31519  0.56940  0.003
H  2.56072  0.63331  1.70846  0.004
H  1.69484  1.24582  0.31586  0.018
H  0.77508  -1.24702  5.59270  0.012
H  0.24320  -2.51436  4.44316  0.007
H  -0.95436  -1.51025  5.29658  0.008
C  1.00689  1.43598  5.70819  -0.005
C  -0.23610  1.12286  4.95314  -0.028
O  -1.36258  1.53991  5.16988  0.015
H  1.79078  1.79728  5.02451  0.003
H  1.38914  0.54476  6.22393  0.000
H  0.79770  2.21327  6.45501  -0.002

Gap between HOMO and LUMO (alpha / beta), eV: 5.300 / 7.995
<S²>: 3.803
Highest occupied orbital energy (alpha / beta), hartree: -0.177 / -0.291
Energy, hartree: -2808.63410
Max |F|, eV/Å: 2.48
Spin multiplicity: 4
M, g mol⁻¹: 375.3
LUMO energy (alpha / beta), Eh: 0.0178 / 0.0026